(1)
C37H31F5N4O2STi as an isolated structure, computed with ωB97M-V/def2-TZVPD.

Geometry as XYZ:
```
81
Properties=species:S:1:pos:R:3:forces:R:3
Ti 0.731578 0.446171 -0.780327 0.3 -0.6 -0.3
O -0.883169 0.195148 -1.636939 -1.4 0.0 -0.8
C -0.837750 0.300411 -2.948575 0.2 -0.2 -0.9
C -1.925806 0.745667 -3.700499 -0.1 0.0 0.1
C -1.799731 1.005098 -5.058362 0.1 0.0 0.1
C -0.566200 0.866218 -5.688419 0.0 0.1 -0.1
C 0.512081 0.372412 -4.977739 0.2 -0.1 0.2
C 0.391868 -0.002832 -3.630201 -0.7 0.2 -0.1
C 1.415670 -0.699247 -2.913608 0.0 -0.5 0.1
N 1.150906 -1.374532 -1.787389 0.1 -0.3 -0.1
C 2.223868 -2.127683 -1.186233 0.1 -0.1 0.1
C 2.240042 -1.707279 0.289622 0.1 -0.1 -0.2
N 2.221119 -0.263667 0.254125 0.7 -0.6 0.5
C 3.369966 0.382295 0.502775 0.4 0.2 0.2
C 3.629504 1.719521 0.124869 -0.2 0.0 -0.2
C 4.769405 2.405074 0.607197 -0.1 0.0 0.0
C 5.026429 3.718761 0.267828 0.1 0.1 0.0
C 4.156037 4.401706 -0.574994 0.0 0.0 0.0
C 3.055281 3.736378 -1.114422 -0.2 -0.1 0.0
C 2.780102 2.408888 -0.809768 0.6 0.4 0.2
O 1.794802 1.771130 -1.443394 0.7 0.8 -0.3
H -2.862425 0.930088 -3.190922 0.0 0.0 0.1
H -2.660527 1.351864 -5.617902 0.0 0.0 0.0
H -0.451642 1.148980 -6.728747 0.0 -0.1 0.0
H 1.474687 0.255498 -5.466524 0.0 -0.1 0.0
H 2.393333 -0.813254 -3.391391 0.0 0.2 0.1
H 3.198486 -1.891497 -1.643791 0.0 0.0 0.0
H 2.043589 -3.204748 -1.284603 0.0 0.0 0.0
H 3.115367 -2.100467 0.819895 -0.1 0.0 0.0
H 1.330116 -2.074503 0.766923 0.0 -0.1 0.1
H 4.150421 -0.160721 1.038864 0.0 0.1 0.0
H 5.441461 1.875206 1.274973 0.0 0.0 0.0
H 5.906634 4.218613 0.657716 0.0 0.0 0.0
H 4.333111 5.442358 -0.819286 0.0 0.0 0.0
H 2.390977 4.240289 -1.806903 0.0 0.0 0.0
C -2.198556 -2.095119 3.782340 0.0 -0.1 -0.1
C -0.973714 -2.694223 3.081773 0.0 0.1 0.1
C 0.299985 -2.409212 3.833730 -0.1 0.0 -0.1
C 0.835899 -3.333836 4.713402 0.0 0.0 0.1
C 1.994066 -3.055895 5.429689 0.0 0.0 0.0
C 2.614139 -1.830128 5.256954 0.0 -0.1 0.1
C 2.103180 -0.867443 4.391584 -0.1 0.1 -0.2
C 2.856428 0.432248 4.229474 -0.1 0.0 0.1
C 2.641754 1.393579 5.402339 0.1 0.0 -0.1
C 0.928895 -1.156518 3.663749 0.3 -0.3 0.5
N 0.444243 -0.317306 2.684787 0.0 0.2 -0.6
C 0.057401 0.877977 2.904939 -0.2 -0.4 0.2
C -0.302141 1.819509 1.902185 0.1 0.6 -0.3
C -0.881458 3.064299 2.158870 0.0 -0.4 0.2
C -1.087654 3.677896 0.927095 0.0 0.2 -0.4
C -0.602108 2.799263 -0.030670 -0.2 0.3 0.2
N -0.112510 1.673232 0.534592 -0.6 0.7 1.5
H -3.091361 -2.247780 3.174764 0.0 0.1 0.0
H -2.064155 -1.020645 3.910292 -0.1 0.0 0.0
H -2.348889 -2.549940 4.764840 0.0 0.0 0.0
H -0.915821 -2.250613 2.085633 0.0 -0.1 0.0
H -1.105677 -3.774572 2.978867 0.0 0.0 -0.1
H 0.340444 -4.291141 4.841728 0.0 0.0 0.0
H 2.409958 -3.794404 6.105363 0.0 0.0 0.0
H 3.523279 -1.607946 5.808668 0.0 0.0 0.0
H 2.563977 0.923576 3.303092 0.1 0.0 -0.1
H 3.924193 0.206255 4.157313 0.0 0.0 -0.1
H 1.594947 1.692253 5.472664 0.0 0.0 0.0
H 3.244453 2.294699 5.269186 0.0 0.0 0.0
H 2.927111 0.923315 6.346369 0.0 0.0 0.0
H -0.084005 1.225990 3.937722 0.1 0.1 0.0
H -1.157066 3.438271 3.133859 0.0 0.0 0.0
H -1.546265 4.635128 0.734996 0.0 0.0 0.0
H -0.595180 2.937186 -1.101504 0.0 0.0 0.0
F -7.694355 1.632004 -2.922842 -0.1 0.0 -0.1
C -6.757563 1.115874 -2.096058 0.1 0.0 0.1
C -5.585264 1.803827 -1.829936 -0.2 0.0 -0.1
F -5.397327 3.004265 -2.414836 0.1 0.1 0.0
C -4.636788 1.282225 -0.977954 -0.1 -0.4 0.2
F -3.543099 2.011234 -0.759894 0.2 0.2 0.0
C -4.785968 0.039582 -0.313933 -0.6 0.2 -0.4
S -3.653416 -0.575746 0.787596 0.3 -0.2 0.4
C -5.997848 -0.619342 -0.625955 0.3 0.2 0.1
F -6.268977 -1.806420 -0.057423 -0.1 -0.1 0.0
C -6.949609 -0.106319 -1.479005 -0.1 0.1 -0.1
F -8.092585 -0.786162 -1.719256 -0.1 -0.1 0.0
```
Forces are in eV/Å.

Total charge: -2
HOMO energy (alpha / beta), eV: -0.02 / -1.42
Relative energy (zero: lowest compared OMol25 entry of this formula, charge and spin), kJ/mol: 258.8
E_LUMO (alpha / beta), eV: 4.298 / 4.291
Multiplicity: 3
F_max, eV/A: 1.8
DFT total energy, a.u.: -3545.1272



(2)
An isolated ion of composition C3H2IN2 and charge +1, computed with ωB97M-V/def2-TZVPD.

Geometry as XYZ:
```
8
Properties=species:S:1:pos:R:3:forces:R:3
C 0.387464 -2.426099 0.030296 -2.5 3.6 -0.8
C 1.604775 -0.616877 0.155812 0.3 -2.2 0.0
C 0.159461 -0.350520 -0.027241 -2.0 -0.2 -0.6
N 1.567974 -2.613760 -0.085089 1.9 1.5 0.6
N -0.588732 -1.572502 -0.003270 0.8 -2.1 0.7
I 3.412968 0.144347 0.066146 -0.7 -0.2 0.0
H -0.523755 0.440993 0.442428 1.8 -0.4 -0.1
H 0.103214 -0.056059 -1.116231 0.4 0.1 0.2
```
Forces are in eV/Å.

Total charge: +1
HOMO energy (alpha / beta), eV: -14.62 / -14.24
Relative energy (zero: lowest compared OMol25 entry of this formula, charge and spin), kJ/mol: 370.8
E_LUMO (alpha / beta), eV: -7.455 / -7.679
F_max, eV/A: 4.4
DFT total energy, a.u.: -522.1738